Computed, not measured: the molecule C4H7N3, with ωB97M-V/def2-TZVPD.

Geometry as ORCA input:
```
! RIJCOSX wB97M-V def2-TZVPD def2/J DEFGRID3
* xyz 0 1
C -2.16106 0.82106 0.32492
C -1.02633 0.34877 -0.52354
C 0.21343 0.16002 -0.07627
C 1.23536 -0.76122 -0.68165
N 2.32309 -0.53018 0.23537
N 1.87682 0.06359 1.36034
N 0.69502 0.47390 1.23524
H -2.87647 -0.00004 0.47972
H -1.79006 1.13235 1.30375
H -2.70746 1.64361 -0.14489
H -1.23910 0.02977 -1.54580
H 0.72587 -1.71424 -0.50826
H 1.51912 -0.66782 -1.73246
H 3.21175 -0.99957 0.27352
*
```

Results
**Frontier orbital gap**: 9.05 eV
**Calculated total energy**: -320.80528 hartree
**Highest occupied orbital energy**: -8.3 eV
**SMILES**: C/C=C1/CNN=N1

Here are the natural (NBO) charges for atoms 1 to 6, given in e: -0.645, -0.176, 0.071, -0.299, -0.442, 0.051

=====

Computed, not measured: C14H26EuN2OS2 as an isolated structure in a non-equilibrium geometry, with ωB97M-V/def2-TZVPD.

Geometry as ORCA input:
```
! RIJCOSX wB97M-V def2-TZVPD def2/J DEFGRID3
* xyz 2 8
Eu -0.01227 0.12379 -0.40374
S 2.11980 -1.21740 -2.10162
S -2.23679 -1.36156 1.15068
C 2.53790 0.50627 -2.58108
C 0.78379 -1.54300 -3.34106
C -0.60833 -0.95900 -3.11591
N -1.21381 -1.46283 -1.85578
C -2.64965 -1.14613 -1.65205
C -3.16733 -1.79951 -0.38059
H 0.74513 -2.63633 -3.40983
H 1.20435 -1.16886 -4.27858
H -1.23480 -1.21240 -3.98969
H -0.55416 0.14769 -3.07920
H -3.26703 -1.47670 -2.50654
H -2.77254 -0.05232 -1.55913
H -3.13687 -2.89374 -0.44314
H -4.20858 -1.52269 -0.18360
C -3.06218 0.22374 1.58117
H -1.00206 -2.44766 -1.67445
H -3.34906 0.76398 0.66824
H -2.35724 0.82672 2.17247
H -3.95933 0.04678 2.19240
H 2.90143 1.05656 -1.70148
H 1.66797 1.02929 -3.00159
H 3.33988 0.46827 -3.33167
C 1.25659 -4.02128 1.24995
C 1.87365 -3.27952 2.18368
H 1.72808 -4.27173 0.29759
H 0.26450 -4.41431 1.45101
H 2.87184 -2.86246 2.03721
H 1.36127 -3.06148 3.11722
O -0.89476 2.21104 -0.66140
C 0.32206 2.99487 -0.20764
C 0.82566 2.60568 1.25364
C 1.24046 3.68015 2.03758
C 1.73630 3.46764 3.29682
C 1.81961 2.14988 3.78237
C 1.46899 1.10302 2.90268
N 0.95177 1.31014 1.65369
H -1.49790 2.17579 0.08873
H 1.12272 2.80195 -0.96566
H 0.11099 4.08157 -0.24037
H 1.18104 4.66207 1.55698
H 1.98567 4.32947 3.92523
H 2.16456 1.96037 4.80034
H 1.59870 0.08417 3.26616
*
```

Results
**Frontier orbital gap (alpha / beta)**: 8.38 / 9.05 eV
**Calculated total energy**: -2239.96825 hartree
**Highest occupied orbital energy (alpha / beta)**: -14.5 / -15.1 eV

Here are the natural (NBO) charges for atoms 1 to 6, given in e: 1.344, 0.242, 0.231, -0.762, -0.532, -0.246

=====

Computed, not measured: the molecule C5H8O4 in a non-equilibrium geometry, with ωB97M-V/def2-TZVPD.

Geometry as ORCA input:
```
! RIJCOSX wB97M-V def2-TZVPD def2/J DEFGRID3
* xyz 0 1
C -0.37323 1.67977 -0.75576
C -0.28413 0.46868 0.11519
C -1.32004 -0.06830 0.81704
O -2.52291 0.55321 1.01519
C 0.19747 -0.92088 -0.57147
O -0.15171 -2.22249 -0.18420
C 1.57108 -0.45406 0.01466
O 2.41828 0.26261 -0.51826
O 1.94762 -1.31093 1.03783
H -0.83784 1.45432 -1.72214
H -0.97756 2.46010 -0.28430
H 0.63250 2.04601 -0.97821
H -1.21379 -0.87046 1.54085
H -2.61352 1.31356 0.42194
H 0.16331 -0.83421 -1.65819
H 0.47783 -2.47035 0.52194
H 2.88664 -1.08658 1.18789
*
```

Results
**Frontier orbital gap**: 9.01 eV
**Calculated total energy**: -496.18557 hartree
**Highest occupied orbital energy**: -8.5 eV
**SMILES**: C/C(=C\O)[C@H](O)C(=O)O

Here are the natural (NBO) charges for atoms 1 to 6, given in e: -0.660, -0.213, 0.256, -0.658, 0.019, -0.698

=====

Computed, not measured: the molecule CH7N5S in a non-equilibrium geometry, with ωB97M-V/def2-TZVPD.

Geometry as ORCA input:
```
! RIJCOSX wB97M-V def2-TZVPD def2/J DEFGRID3
* xyz 0 1
N 0.40054 -1.58015 0.96504
N -0.59549 -0.74003 0.18981
C -0.18629 0.20050 -0.66638
N -1.14367 0.85503 -1.21197
S -2.81941 0.50358 -0.74557
N 1.20840 0.32179 -0.78487
N 1.81248 0.72287 0.55122
H 1.05880 -2.23835 0.30298
H 0.70552 -0.91104 1.71877
H -1.44236 -1.15054 0.23825
H -3.45333 1.48177 -1.68607
H 1.29546 1.43048 -1.09328
H 2.18101 -0.03145 1.00571
H 0.97834 1.13554 1.21639
*
```

Results
**Frontier orbital gap**: 9.03 eV
**Calculated total energy**: -714.07824 hartree
**Highest occupied orbital energy**: -8.4 eV
**SMILES**: NNC(=NS)NN

Here are the natural (NBO) charges for atoms 1 to 6, given in e: -0.734, -0.479, 0.492, -0.657, 0.081, -0.455

=====

Computed, not measured: C35H54BaN6O10P2 as an isolated structure in a non-equilibrium geometry, with ωB97M-V/def2-TZVPD.

Geometry as ORCA input:
```
! RIJCOSX wB97M-V def2-TZVPD def2/J DEFGRID3
* xyz 0 1
Ba 0.88281 -0.50687 0.61812
C 2.90408 -4.01704 -3.99466
N 2.62807 -3.13356 -2.87404
C 3.52247 -3.21891 -1.72018
C 1.66267 -2.20405 -2.91103
O 1.47166 -1.36519 -2.04004
C 0.74344 -2.20977 -4.13516
O -0.44711 -1.48958 -3.92795
C -1.52106 -2.26171 -3.45745
C -1.78568 -2.15335 -1.94984
O -1.36361 -1.22015 -1.28212
N -2.54028 -3.12407 -1.39531
C -3.19653 -4.21032 -2.09447
C -2.78238 -3.08887 0.04252
H 3.69524 -4.69944 -3.69727
H 3.24706 -3.46992 -4.87654
H 2.03799 -4.62113 -4.27021
H 3.57620 -4.25791 -1.39358
H 3.13044 -2.62046 -0.90727
H 4.51961 -2.85916 -1.97629
H 0.51460 -3.23604 -4.43816
H 1.27049 -1.73533 -4.96717
H -1.37270 -3.30863 -3.73358
H -2.42178 -1.90707 -3.96852
H -3.10217 -4.12604 -3.17182
H -4.26249 -4.20504 -1.85561
H -2.77997 -5.16956 -1.77626
H -2.00775 -2.50814 0.53049
H -2.74854 -4.10910 0.42548
H -3.75975 -2.64932 0.26023
C 2.34088 -1.45167 5.12259
C 2.43327 -2.82581 5.28972
C 2.03289 -3.66513 4.26913
C 1.52266 -3.13693 3.07620
N 1.46673 -1.80331 2.92739
C 1.85944 -0.99704 3.91208
C 1.05492 -3.98565 1.94427
C 0.87290 -5.35696 2.16807
C 0.47577 -6.20091 1.14391
C 0.26021 -5.66400 -0.11888
C 0.41844 -4.29723 -0.31489
C 0.80874 -3.38950 0.68262
H 2.65138 -0.75779 5.89103
H 2.82892 -3.24114 6.20817
H 2.13734 -4.73228 4.39250
H 1.80894 0.07203 3.71054
H 1.01953 -5.79424 3.14973
H 0.34002 -7.25963 1.32728
H -0.03540 -6.31236 -0.94018
H 0.22427 -3.91610 -1.32147
C -2.73409 1.48625 4.05644
C -1.71925 2.25504 3.23188
C -1.55308 3.68419 3.69740
O -2.16297 2.33199 1.83063
P -1.96349 1.09991 0.85577
O -1.56303 -0.13659 1.55484
C -0.75238 1.81965 -0.41293
P 0.61683 2.83918 0.35118
O 1.21985 2.08052 1.45263
O -0.02602 4.17716 0.87737
C -0.34341 5.32068 0.04322
C 0.87293 6.21750 -0.08274
C -1.50667 6.02648 0.70996
O 1.62401 3.23372 -0.76874
C 1.87695 3.06028 -2.18754
C 2.19656 1.60822 -2.48364
C 0.73765 3.59647 -3.03156
O -3.30191 0.92642 0.05310
C -4.42979 1.82376 -0.12408
C -5.21361 1.97893 1.16554
C -3.99922 3.15145 -0.71973
H -2.35582 1.36766 5.07245
H -2.90239 0.49442 3.63989
H -3.67706 2.03372 4.10467
H -0.75543 1.74545 3.23510
H -2.50049 4.22013 3.60679
H -0.78939 4.19311 3.11268
H -1.25413 3.69013 4.74584
H -1.36045 2.46350 -1.05124
H -0.31576 1.06632 -1.07135
H -0.65249 4.95138 -0.93921
H 1.15762 6.58598 0.90342
H 0.63966 7.07122 -0.72046
H 1.71817 5.67895 -0.50626
H -1.19788 6.41208 1.68239
H -2.34125 5.34339 0.86035
H -1.83634 6.86153 0.09144
H 2.76670 3.66937 -2.33934
H 1.29966 0.98850 -2.52982
H 2.87130 1.20361 -1.72652
H 2.70028 1.52781 -3.44778
H -0.16672 3.00376 -2.88172
H 1.00853 3.52668 -4.08500
H 0.53503 4.64357 -2.80498
H -5.03824 1.28555 -0.84995
H -4.67088 2.59957 1.87582
H -5.40181 1.00199 1.61098
H -6.17349 2.45114 0.95318
H -3.33343 3.67440 -0.03279
H -4.87551 3.77748 -0.88900
H -3.49884 3.00363 -1.67811
O 3.51212 -0.69976 0.52441
N 4.59525 -0.56939 -0.12291
C 5.22596 0.58189 -0.00946
C 6.42899 0.76057 -0.76423
N 7.38852 0.93435 -1.37633
C 4.75172 1.68202 0.77824
N 4.38552 2.59444 1.37768
*
```

Results
**Frontier orbital gap**: 6.65 eV
**Calculated total energy**: -3155.39924 hartree
**Highest occupied orbital energy**: -6.6 eV

Here are the Löwdin charges for atoms 1 to 6, given in e: 1.946, -0.041, -0.119, -0.022, -0.432, -0.079

=====

Computed, not measured: a 2-piece molecular cluster, C4H6O2 overall, with ωB97M-V/def2-TZVPD.

Geometry as ORCA input:
```
! RIJCOSX wB97M-V def2-TZVPD def2/J DEFGRID3
* xyz 0 1
C 0.30276 -1.00529 1.26009
C 0.56149 0.29025 0.54499
O 1.66755 0.71436 0.26840
C -0.70431 1.07061 0.14276
C -0.16128 0.24794 -1.88630
O -1.82214 0.67932 0.41764
H -0.45279 -1.57557 0.71082
H 1.22646 -1.57558 1.37154
H -0.13290 -0.79296 2.24228
H -0.47135 2.08778 -0.22394
H -0.12524 -0.84949 -2.00004
H 0.11175 0.70864 -2.84825
*
```

Results
**Frontier orbital gap (alpha / beta)**: 7.45 / 7.40 eV
**Calculated total energy**: -306.29074 hartree
**Highest occupied orbital energy (alpha / beta)**: -9.2 / -9.2 eV

Here are the natural (NBO) charges for atoms 1 to 6, given in e: -0.731, 0.502, -0.530, 0.298, -0.060, -0.575

=====

> calculated total energy of number 6 (C4H6O2)?

-306.29074 hartree